11 unconnected molecules or ions with the total composition C40H80F21N5O16PS5 in a non-equilibrium geometry, computed with ωB97M-V with the def2-TZVPD basis set.

Geometry as XYZ:
```
168
C40H80F21N5O16PS5, DFT ωB97M-V with the def2-TZVPD basis set
C -5.79 -6.92 4.44
C -5.20 -5.65 3.79
O -5.42 -5.31 2.65
N -4.35 -4.80 4.70
H -4.59 -3.82 4.70
H -4.38 -5.09 5.67
C -2.86 -4.80 4.30
H -5.16 -7.57 5.05
H -6.14 -7.72 3.79
H -6.64 -6.57 5.03
H -2.91 -4.45 3.27
H -2.53 -5.83 4.49
H -2.29 -4.14 4.96
C 1.40 9.56 -2.55
C 0.63 8.66 -1.58
C 1.48 7.50 -0.95
N 0.60 6.25 -0.48
C -0.54 6.71 0.50
C 1.59 5.30 0.30
C 2.10 4.40 -0.71
C 0.99 4.17 -1.75
C 0.16 5.43 -1.66
H 2.43 9.74 -2.22
H 0.92 10.52 -2.74
H 1.48 8.95 -3.45
H -0.19 8.26 -2.18
H 0.26 9.22 -0.72
H 1.90 7.79 0.01
H 2.29 7.08 -1.54
H -1.04 5.82 0.89
H -1.13 7.17 -0.29
H -0.25 7.32 1.36
H 1.03 4.75 1.06
H 2.44 5.78 0.78
H 2.36 3.43 -0.29
H 2.96 4.88 -1.19
H 0.47 3.23 -1.53
H 1.37 4.14 -2.78
H -0.87 5.09 -1.53
H 0.21 5.98 -2.59
C 6.68 -1.13 -0.77
C 8.09 -0.68 -1.06
C 8.64 -1.19 -2.39
N 10.14 -0.85 -2.57
C 10.99 -1.41 -1.39
C 10.71 -1.59 -3.77
C 11.94 -0.80 -4.23
C 11.77 0.64 -3.68
C 10.44 0.65 -2.94
H 6.79 -2.09 -0.27
H 5.93 -1.24 -1.55
H 6.31 -0.62 0.13
H 8.71 -0.91 -0.19
H 8.09 0.41 -0.96
H 8.22 -0.84 -3.33
H 8.65 -2.28 -2.41
H 10.81 -0.72 -0.56
H 12.03 -1.24 -1.65
H 10.54 -2.33 -1.01
H 10.91 -2.63 -3.52
H 9.98 -1.65 -4.57
H 12.90 -1.25 -4.00
H 11.89 -0.81 -5.32
H 12.41 0.84 -2.82
H 11.99 1.37 -4.46
H 10.40 1.28 -2.05
H 9.61 0.93 -3.60
C -12.00 -1.33 3.37
C -11.02 -1.13 2.23
C -9.45 -1.21 2.70
N -8.47 -0.95 1.51
C -8.79 -1.78 0.23
C -7.01 -1.40 1.93
C -6.13 -0.42 1.31
C -6.93 0.48 0.39
C -8.30 0.52 1.05
H -11.93 -0.40 3.93
H -11.68 -2.11 4.05
H -13.00 -1.45 2.95
H -11.34 -0.19 1.77
H -11.14 -1.83 1.40
H -9.35 -2.25 3.00
H -9.13 -0.57 3.53
H -9.81 -1.48 -0.03
H -8.84 -2.84 0.46
H -8.14 -1.45 -0.58
H -6.76 -2.40 1.58
H -6.98 -1.42 3.02
H -5.28 -0.87 0.79
H -5.65 0.16 2.10
H -6.79 0.18 -0.65
H -6.55 1.50 0.36
H -9.19 0.71 0.46
H -8.31 1.13 1.94
C 3.05 -0.14 -1.66
C 1.50 -0.28 -1.42
C 0.93 -0.09 -0.01
N -0.59 -0.40 0.06
C -1.50 -0.06 -1.10
C -1.07 0.26 1.41
C -2.01 -0.79 2.11
C -2.06 -1.97 1.15
C -0.76 -1.86 0.29
H 3.60 -0.89 -1.08
H 3.42 0.83 -1.33
H 3.26 -0.26 -2.72
H 1.27 -1.33 -1.59
H 0.92 0.33 -2.12
H 0.97 0.94 0.33
H 1.40 -0.64 0.81
H -1.02 -0.62 -1.90
H -1.38 1.02 -1.21
H -2.49 -0.44 -0.87
H -1.51 1.19 1.06
H -0.25 0.40 2.12
H -3.01 -0.40 2.31
H -1.68 -0.98 3.13
H -2.91 -2.10 0.48
H -1.88 -2.91 1.67
H -0.75 -2.49 -0.60
H 0.01 -2.20 0.98
C 4.41 -3.58 -3.25
F 5.51 -3.34 -2.55
F 4.05 -2.39 -3.82
F 4.78 -4.57 -4.19
S 2.97 -4.23 -2.09
O 2.74 -3.23 -1.06
O 1.85 -4.26 -3.01
O 3.40 -5.52 -1.54
C 4.34 -0.19 2.78
F 5.70 -0.11 2.99
F 4.02 -1.08 1.76
F 3.72 -0.68 3.83
S 3.46 1.52 2.44
O 2.03 1.27 2.68
O 4.14 2.48 3.35
O 3.71 1.87 1.05
C 0.54 -2.52 5.84
F 0.42 -3.10 7.07
F -0.55 -2.03 5.38
F 1.46 -1.52 5.92
S 1.19 -3.79 4.55
O 0.07 -4.74 4.41
O 1.51 -3.07 3.32
O 2.40 -4.42 5.14
C -4.21 3.96 1.09
F -3.87 3.42 2.27
F -5.55 3.79 0.88
F -3.96 5.26 1.12
S -3.24 3.10 -0.28
O -3.79 1.76 -0.39
O -3.57 3.88 -1.52
O -1.85 3.16 0.19
C 1.23 0.59 -5.13
F 1.46 -0.56 -4.43
F 1.80 1.64 -4.59
F 1.75 0.55 -6.35
S -0.73 0.86 -5.29
O -1.13 1.16 -3.89
O -0.92 1.95 -6.26
O -1.26 -0.40 -5.79
P -4.19 -4.03 -1.70
F -2.71 -3.78 -1.20
F -4.69 -2.43 -1.53
F -3.77 -3.82 -3.26
F -5.83 -4.41 -2.14
F -4.07 -5.64 -1.84
F -4.60 -4.40 -0.12
```

- HOMO energy (spin up / spin down) (eV) = -0.23 / -3.56
- E_LUMO (spin up / spin down) (eV) = 1.56 / 1.56
- charge = -2
- multiplicity = 2
- E_tot (hartree) = -7479.1538

10 unconnected molecules or ions with the total composition C40H80O27 in a non-equilibrium geometry, computed with ωB97M-V with the def2-TZVPD basis set.

Geometry as XYZ:
```
147
C40H80O27, DFT ωB97M-V with the def2-TZVPD basis set
C -3.47 4.11 -7.71
C -3.22 5.57 -7.96
O -4.17 6.42 -7.33
C -4.16 7.77 -7.47
O -3.33 8.42 -8.14
O -5.25 8.34 -6.88
C -5.37 9.71 -6.77
H -2.98 3.52 -8.48
H -4.54 3.89 -7.76
H -3.03 3.70 -6.80
H -3.20 5.77 -9.03
H -2.24 5.89 -7.60
H -5.75 10.21 -7.66
H -4.42 10.23 -6.62
H -6.13 10.00 -6.05
C 1.25 5.71 1.62
C 0.64 7.08 1.58
O -0.70 6.96 1.10
C -1.06 6.96 -0.26
O -0.32 7.43 -1.13
O -2.18 6.18 -0.36
C -2.79 6.08 -1.61
H 2.34 5.79 1.66
H 1.03 5.17 0.70
H 0.94 5.12 2.49
H 1.29 7.71 0.97
H 0.62 7.53 2.57
H -2.06 5.84 -2.38
H -3.09 7.11 -1.82
H -3.67 5.43 -1.66
C 12.26 -4.33 1.29
C 10.75 -4.31 1.56
O 10.31 -3.00 1.36
C 9.00 -2.75 0.98
O 8.19 -3.66 0.80
O 8.82 -1.44 0.72
C 7.52 -0.94 0.43
H 12.48 -3.79 0.37
H 12.74 -5.30 1.13
H 12.75 -3.82 2.12
H 10.44 -4.59 2.57
H 10.20 -5.03 0.95
H 7.09 -0.54 1.34
H 6.75 -1.68 0.25
H 7.51 -0.19 -0.36
C -9.28 -6.57 -0.25
C -8.88 -6.00 -1.63
O -7.84 -5.04 -1.44
C -8.14 -3.80 -1.13
O -9.33 -3.44 -0.96
O -7.05 -3.06 -1.06
C -5.71 -3.47 -1.49
H -9.58 -5.79 0.44
H -8.43 -7.15 0.12
H -10.15 -7.20 -0.39
H -9.73 -5.63 -2.20
H -8.37 -6.76 -2.23
H -5.75 -3.42 -2.58
H -5.40 -4.45 -1.13
H -5.08 -2.66 -1.14
C 1.50 -1.13 1.39
C 0.73 -0.35 0.31
O 1.59 0.42 -0.48
C 1.11 1.26 -1.36
O -0.10 1.46 -1.65
O 2.15 1.91 -1.89
C 1.92 2.97 -2.81
H 2.39 -1.63 1.00
H 0.94 -1.90 1.93
H 1.88 -0.42 2.12
H -0.07 0.23 0.77
H 0.17 -1.03 -0.35
H 2.48 3.86 -2.51
H 0.89 3.19 -3.11
H 2.41 2.67 -3.74
C 6.71 6.71 -7.90
C 5.97 5.78 -8.93
O 5.18 6.64 -9.81
C 4.03 7.16 -9.39
O 3.47 6.89 -8.34
O 3.64 7.93 -10.40
C 2.34 8.44 -10.32
H 7.43 7.40 -8.33
H 7.09 6.09 -7.09
H 5.96 7.36 -7.46
H 5.31 5.12 -8.37
H 6.70 5.19 -9.48
H 2.11 9.01 -11.23
H 2.01 9.11 -9.53
H 1.63 7.62 -10.27
C -6.31 -10.88 7.27
C -6.12 -9.48 7.93
O -5.57 -8.54 7.04
C -4.23 -8.44 6.79
O -3.34 -9.21 7.19
O -4.15 -7.44 5.94
C -3.00 -7.11 5.26
H -5.41 -11.49 7.40
H -6.60 -10.79 6.23
H -6.98 -11.51 7.85
H -5.41 -9.59 8.75
H -7.11 -9.09 8.16
H -2.40 -6.32 5.71
H -3.31 -6.75 4.27
H -2.32 -7.92 5.03
C -0.34 -3.89 -6.24
C 0.33 -3.15 -5.11
O 0.40 -4.01 -4.01
C 1.52 -4.68 -3.81
C 1.47 -5.52 -2.57
O 2.55 -4.66 -4.48
H 0.12 -4.86 -6.42
H -0.46 -3.29 -7.14
H -1.39 -4.11 -6.06
H 1.30 -2.74 -5.39
H -0.25 -2.26 -4.84
H 0.52 -5.70 -2.05
H 2.13 -5.12 -1.80
H 1.79 -6.54 -2.81
C 2.97 -3.23 8.64
C 3.71 -2.31 9.71
O 3.73 -0.92 9.33
C 4.51 -0.52 8.27
C 4.49 0.99 8.03
O 5.12 -1.25 7.48
H 3.25 -3.14 7.59
H 1.95 -2.84 8.67
H 2.83 -4.29 8.83
H 3.22 -2.39 10.68
H 4.75 -2.62 9.85
H 3.46 1.34 8.02
H 4.94 1.16 7.05
H 5.07 1.41 8.85
C -2.52 -0.70 8.05
C -3.64 0.00 7.37
O -3.47 1.42 7.38
C -2.51 1.98 6.47
C -2.72 3.45 6.22
O -1.66 1.35 5.83
H -2.52 -0.28 9.06
H -1.65 -0.32 7.50
H -2.72 -1.77 8.03
H -3.69 -0.26 6.31
H -4.57 -0.35 7.81
H -3.80 3.59 6.32
H -2.41 3.67 5.21
H -2.20 4.06 6.96
```

- structure (SMILES) = CCOC(=O)OC.CCOC(=O)OC.CCOC(=O)OC.CCOC(=O)OC.CCOC(=O)OC.CCOC(=O)OC.CCOC(=O)OC.CCOC(C)=O.CCOC(C)=O.CCOC(C)=O
- HOMO energy (eV) = -10.23
- E_LUMO (eV) = 0.13
- charge = 0
- multiplicity = 1
- E_tot (hartree) = -3603.5091

10 unconnected molecules or ions with the total composition C40H80O30 in a non-equilibrium geometry, computed with ωB97M-V with the def2-TZVPD basis set.

Geometry as XYZ:
```
150
C40H80O30, DFT ωB97M-V with the def2-TZVPD basis set
C -3.51 -9.31 -1.05
C -3.68 -9.91 -2.42
O -2.50 -10.26 -3.01
C -1.65 -9.38 -3.55
O -1.91 -8.20 -3.64
O -0.56 -10.09 -3.96
C 0.50 -9.40 -4.71
H -3.05 -8.32 -1.04
H -2.83 -9.89 -0.43
H -4.40 -9.29 -0.42
H -4.28 -9.21 -3.00
H -4.33 -10.79 -2.41
H 0.25 -8.48 -5.24
H 0.79 -10.06 -5.52
H 1.38 -9.27 -4.07
C 1.87 9.24 -10.46
C 0.98 8.00 -10.10
O 1.23 7.51 -8.82
C 0.83 8.09 -7.63
O 0.07 9.04 -7.57
O 1.18 7.38 -6.54
C 1.84 6.16 -6.67
H 1.94 9.32 -11.55
H 2.84 9.03 -10.01
H 1.52 10.19 -10.05
H 1.10 7.19 -10.83
H -0.09 8.17 -10.13
H 2.80 6.17 -7.18
H 1.26 5.33 -7.07
H 2.07 5.80 -5.66
C -3.33 6.66 2.26
C -3.50 8.09 1.78
O -2.64 8.44 0.75
C -1.37 8.61 0.95
O -0.74 8.43 1.99
O -0.86 8.92 -0.29
C 0.54 9.23 -0.50
H -3.15 5.94 1.45
H -4.21 6.32 2.79
H -2.44 6.51 2.87
H -3.53 8.89 2.51
H -4.48 8.12 1.29
H 0.76 9.00 -1.54
H 1.23 8.79 0.22
H 0.61 10.31 -0.46
C 0.08 -2.91 -0.68
C -0.35 -1.85 0.36
O 0.34 -0.71 0.04
C -0.11 0.47 0.51
O -1.13 0.67 1.23
O 0.76 1.50 0.16
C 0.40 2.84 0.24
H -0.19 -2.56 -1.68
H -0.47 -3.85 -0.59
H 1.15 -3.08 -0.68
H -0.07 -2.18 1.36
H -1.43 -1.71 0.32
H 1.30 3.46 0.23
H -0.18 3.04 1.14
H -0.19 3.18 -0.62
C 4.04 5.72 5.21
C 5.49 5.77 4.61
O 6.05 4.47 4.73
C 7.25 4.34 5.29
O 8.01 5.24 5.66
O 7.49 3.00 5.51
C 8.63 2.48 6.12
H 3.27 5.18 4.65
H 3.69 6.75 5.24
H 4.12 5.34 6.23
H 6.00 6.52 5.21
H 5.50 6.04 3.55
H 8.77 1.41 5.93
H 8.40 2.46 7.19
H 9.55 3.03 5.94
C 1.93 -9.14 2.02
C 3.41 -9.32 2.44
O 3.60 -10.77 2.42
C 4.81 -11.30 2.71
O 5.90 -10.68 2.95
O 4.69 -12.65 2.58
C 5.81 -13.54 2.69
H 1.74 -9.55 1.03
H 1.64 -8.09 2.13
H 1.28 -9.67 2.71
H 3.62 -8.98 3.45
H 4.02 -8.80 1.70
H 5.38 -14.53 2.57
H 6.29 -13.50 3.67
H 6.50 -13.45 1.85
C -9.62 -2.08 8.16
C -10.22 -0.79 7.52
O -9.16 0.04 7.16
C -8.50 -0.12 6.02
O -8.72 -0.96 5.20
O -7.49 0.76 5.94
C -6.58 0.65 4.85
H -10.27 -2.94 8.31
H -9.22 -1.92 9.15
H -8.88 -2.53 7.50
H -10.84 -0.23 8.22
H -10.84 -1.05 6.67
H -6.08 -0.32 4.79
H -5.83 1.44 4.87
H -7.03 0.90 3.88
C 9.54 5.20 -6.90
C 8.30 4.28 -6.87
O 7.44 4.67 -5.83
C 7.86 4.43 -4.54
O 8.84 3.75 -4.25
O 6.90 4.91 -3.72
C 7.04 4.72 -2.33
H 10.31 4.71 -6.30
H 9.35 6.17 -6.42
H 10.01 5.27 -7.88
H 8.53 3.22 -6.79
H 7.69 4.32 -7.78
H 7.37 3.71 -2.09
H 6.06 4.77 -1.87
H 7.68 5.49 -1.89
C -3.47 -1.44 -4.13
C -3.09 0.04 -4.10
O -3.87 0.65 -2.99
C -4.20 1.92 -2.90
O -5.09 2.40 -2.19
O -3.42 2.73 -3.70
C -3.55 4.12 -3.51
H -3.49 -1.84 -3.12
H -2.78 -1.98 -4.78
H -4.49 -1.61 -4.48
H -3.38 0.59 -5.00
H -2.03 0.14 -3.86
H -4.33 4.48 -4.18
H -2.69 4.59 -3.98
H -3.65 4.50 -2.50
C -6.08 -6.48 4.33
C -5.64 -5.09 3.77
O -4.73 -4.41 4.59
C -3.48 -4.77 4.79
O -2.89 -5.70 4.25
O -2.89 -3.88 5.58
C -1.57 -4.08 6.13
H -6.60 -6.55 5.29
H -5.24 -7.18 4.33
H -6.79 -6.89 3.61
H -6.50 -4.41 3.78
H -5.35 -5.13 2.73
H -1.45 -5.08 6.54
H -1.37 -3.42 6.97
H -0.87 -3.82 5.33
```

- structure (SMILES) = CCOC(=O)OC.CCOC(=O)OC.CCOC(=O)OC.CCOC(=O)OC.CCOC(=O)OC.CCOC(=O)OC.CCOC(=O)OC.CCOC(=O)OC.CCOC(=O)OC.CCOC(=O)OC
- HOMO energy (eV) = -10.46
- E_LUMO (eV) = 0.08
- charge = 0
- multiplicity = 1
- E_tot (hartree) = -3829.2473